{
  "formula": "C3H14BN3O",
  "method": "ωB97M-V/def2-TZVPD",
  "spin_multiplicity": 1,
  "max_force_ev_per_a": 6.12,
  "relative_energy_kcal_mol": 4.30,
  "homo_energy_ev": -16.86,
  "charge": 2,
  "total_energy_ev": -10514.2122,
  "e_lumo_ev": -8.3,
  "gap_ev": 8.5146,
  "species": ["O", "N", "N", "N", "C", "C", "C", "B", "H", "H", "H", "H", "H", "H", "H", "H", "H", "H", "H", "H", "H", "H"],
  "positions_angstrom": [[-0.494610, 2.782924, -0.088543], [0.026863, 0.329742, 0.378118], [-1.542635, -1.680958, 0.634810], [3.363322, -1.085328, -0.351594], [-0.007330, -1.073996, 0.322761], [3.015530, 0.114688, -0.499372], [-2.496493, 0.998985, 0.056405], [-0.950145, 1.206028, 0.128149], [0.539492, 2.653560, -0.049119], [2.518149, 0.522476, -1.361191], [3.537284, -1.311461, 0.689269], [0.593191, -1.590614, 1.018452], [0.215256, -1.246590, -0.683080], [3.477296, -1.746725, -1.097575], [-0.618513, 2.863112, -1.026686], [-2.693879, 0.985939, -0.976370], [-2.084980, -1.645569, -0.284873], [-2.009670, -1.256926, 1.374366], [2.929968, 0.750735, 0.307484], [-3.042469, 0.214023, 0.419057], [-1.262826, -2.676487, 0.732368], [-3.012793, 1.892447, 0.357156]],
  "forces_ev_per_a": [[2.926, -2.320, 0.861], [1.180, 0.290, -0.059], [2.910, -2.345, -4.844], [0.674, 0.043, 3.221], [-2.411, 3.263, 0.661], [-1.802, 0.105, -1.471], [1.350, 3.059, -0.779], [-0.637, -1.043, 1.451], [-2.398, 0.647, 0.372], [0.721, -0.241, -1.017], [0.333, -0.414, -2.397], [0.616, -0.551, 0.933], [-0.030, -1.709, -1.529], [-0.042, -0.570, -0.273], [-0.584, 0.846, -1.375], [-0.540, -0.062, -1.867], [0.579, 0.198, 1.827], [-0.923, 0.709, 1.828], [0.318, 1.044, 2.009], [-0.831, -2.011, 1.353], [-1.083, 0.561, 0.685], [-0.326, 0.501, 0.409]],
  "lowdin_charge": [0.203, 0.080, 0.209, 0.217, -0.152, 0.121, 0.016, -0.470, 0.205, 0.123, 0.216, 0.100, 0.099, 0.161, 0.136, 0.071, 0.184, 0.109, 0.090, 0.028, 0.165, 0.088]
}